Entry 1:
The following is a quantum chemistry calculation of C5H8N2S in the gas phase in a non-equilibrium geometry, from the Open Molecules 2025 dataset.

Calculated values
HOMO-LUMO gap, eV: 8.89
Calculated total energy, eV: -19128.5476
SMILES: C=C1NC(=S)N[C@H]1C

The geometry in ORCA input format:
```
! wB97M-V def2-TZVPD RIJCOSX def2/J DEFGRID3
* xyz 0 1
C 2.004 0.613 -1.777
C 0.985 0.303 -0.951
N 1.095 -0.094 0.349
C -0.082 -0.544 0.867
S -0.593 -1.438 2.138
N -1.001 -0.117 0.085
C -0.519 0.506 -1.164
C -1.008 1.980 -1.543
H 2.950 0.545 -1.180
H 1.916 0.749 -2.859
H 1.911 -0.269 0.935
H -1.940 -0.667 -0.067
H -0.850 -0.168 -2.012
H -2.223 2.063 -1.236
H -0.682 2.336 -2.603
H -0.530 2.750 -0.816
*
```

Need the Löwdin charges? In units of e they are: 0.0528, -0.3279, 0.0944, -0.9829, 0.5955, -0.0259, -0.2869, -0.0654, 0.0728, 0.0636, 0.1638, 0.1907, 0.1518, 0.1282, 0.0909, 0.0845

***

Entry 2:
The following is a quantum chemistry calculation of 4 unconnected molecules or ions with the total composition H9O4 in a non-equilibrium geometry, from the Open Molecules 2025 dataset.

Calculated values
HOMO-LUMO gap, eV: 11.85
Calculated total energy, eV: -8328.6174

The geometry in ORCA input format:
```
! wB97M-V def2-TZVPD RIJCOSX def2/J DEFGRID3
* xyz 1 1
O 2.038 0.685 0.238
H 2.787 0.649 0.777
H 2.216 0.817 -0.694
O -1.726 -0.315 2.044
H -2.641 -0.548 2.326
H -0.923 -0.500 2.627
O -0.509 0.684 -2.521
H -0.211 0.552 -3.416
H -1.544 0.667 -2.693
O 0.203 -0.984 0.286
H -0.599 -0.663 0.939
H -0.263 -1.275 -0.536
H 1.126 -0.262 0.290
*
```

Need the Löwdin charges? In units of e they are: 0.1329, 0.0916, 0.1245, -0.0518, 0.1130, 0.1157, -0.1023, 0.0222, 0.1191, 0.0703, 0.1199, 0.1411, 0.1037

***

Entry 3:
The following is a quantum chemistry calculation of a gas-phase ion, C6H14N5 (charge +1) in a non-equilibrium geometry, from the Open Molecules 2025 dataset.

Calculated values
HOMO-LUMO gap (spin up / spin down), eV: 6.65 / 6.65
Calculated total energy, eV: -13890.0145

The geometry in ORCA input format:
```
! wB97M-V def2-TZVPD RIJCOSX def2/J DEFGRID3
* xyz 1 1
C 2.364 0.861 -0.026
C -0.011 2.030 0.045
C 1.938 -1.750 0.227
C -0.133 -0.727 0.611
C -1.377 -0.098 0.084
C -2.115 -0.954 -0.943
N 1.504 1.815 -0.076
N -0.849 1.109 -0.594
N 0.595 -1.592 -0.069
N 2.696 -0.359 -0.010
N -2.264 0.204 1.160
H -0.258 2.081 1.111
H -0.150 3.015 -0.406
H 2.111 -1.960 1.283
H 2.428 -2.484 -0.408
H 0.245 -0.406 1.570
H -3.089 -0.513 -1.142
H -2.276 -1.950 -0.537
H -1.578 -1.023 -1.888
H 1.936 2.729 -0.166
H -0.703 1.025 -1.590
H 0.260 -1.885 -0.981
H 3.684 -0.572 -0.010
H -3.108 0.664 0.846
H -1.846 0.741 1.907
*
```

Need the Löwdin charges? In units of e they are: -0.1493, -0.1772, -0.1080, 0.0530, -0.5980, 0.0018, 0.0114, 0.0444, 0.0683, 0.0217, 0.1156, 0.1242, 0.1330, 0.1351, 0.1341, 0.1572, 0.1000, 0.1022, 0.0860, 0.1230, 0.1386, 0.1676, 0.1257, 0.1054, 0.0841

***

Entry 4:
The following is a quantum chemistry calculation of a molecular structure, C3H5AgO3 in a non-equilibrium geometry, from the Open Molecules 2025 dataset.

Calculated values
HOMO-LUMO gap (spin up / spin down), eV: 7.06 / 7.65
Expectation value of S²: 2.01
Calculated total energy, eV: -13328.1148

The geometry in ORCA input format:
```
! wB97M-V def2-TZVPD RIJCOSX def2/J DEFGRID3
* xyz 0 3
H 0.930 -1.914 -1.106
O -0.715 -1.155 0.098
C 0.603 -1.065 -0.386
C -1.119 0.123 0.567
O 1.581 -1.417 0.460
O 0.796 0.372 -0.667
C -0.428 1.058 -0.410
H -0.774 0.293 1.601
H -2.213 0.182 0.535
H -0.209 2.049 0.002
H -0.996 1.161 -1.346
Ag 2.544 0.313 0.652
*
```

Need the Löwdin charges? In units of e they are: 0.1950, -0.0332, -0.5275, -0.1576, -0.2159, -0.2323, -0.1577, 0.1301, 0.1338, 0.1286, 0.1334, 0.6034

***

Entry 5:
The following is a quantum chemistry calculation of a molecular structure, C5H21N10O6 in a non-equilibrium geometry, from the Open Molecules 2025 dataset.

Calculated values
HOMO-LUMO gap, eV: 8.68
Calculated total energy, eV: -32682.0169

The geometry in ORCA input format:
```
! wB97M-V def2-TZVPD RIJCOSX def2/J DEFGRID3
* xyz -1 1
O 31.360 -2.232 5.623
H 30.401 -2.279 5.438
C 29.979 -3.592 3.734
O 29.308 -4.306 2.975
N 30.550 -4.038 4.849
N 30.150 -2.349 3.613
H 30.090 -4.859 5.215
H 30.916 -3.294 5.426
H 30.727 -1.892 4.304
H 29.477 -1.862 3.040
C 30.220 0.050 4.974
O 29.628 1.109 4.694
N 31.207 -0.475 4.306
N 30.100 -0.619 6.059
H 31.489 -1.366 4.690
H 31.230 -0.178 3.341
H 29.656 -0.328 6.918
H 30.623 -1.474 6.183
C 33.469 -2.385 4.105
O 34.516 -2.373 3.462
N 33.079 -1.450 4.895
N 32.490 -3.282 4.024
H 33.595 -0.582 4.887
H 32.244 -1.663 5.422
H 32.731 -4.163 3.592
H 31.675 -3.159 4.607
C 33.049 -2.449 7.563
O 33.701 -2.524 8.581
N 32.789 -1.252 7.045
N 32.411 -3.348 6.900
H 33.093 -0.436 7.557
H 32.112 -1.266 6.296
H 32.389 -4.313 7.199
H 32.001 -3.001 6.045
C 29.847 -2.857 7.839
O 29.053 -3.354 8.621
N 30.013 -3.302 6.691
N 30.656 -1.893 7.996
H 29.609 -4.211 6.518
H 30.801 -2.941 6.171
H 30.967 -1.663 8.929
H 31.340 -1.847 7.254
*
```

Need the Löwdin charges? In units of e they are: -0.3317, 0.1466, -0.6812, 0.0254, 0.0866, 0.1954, 0.1630, -0.1097, -0.0081, 0.1736, -0.6847, 0.0095, 0.1416, 0.1958, -0.0300, 0.1726, 0.1546, -0.0653, -0.6741, 0.0014, 0.1030, 0.1686, 0.1664, -0.1744, 0.1478, -0.0203, -0.7067, 0.0429, 0.1295, 0.2168, 0.1654, 0.0272, 0.1710, -0.1009, -0.7498, 0.0462, 0.1334, 0.1617, 0.1603, -0.1696, 0.1659, 0.0341

***

Entry 6:
The following is a quantum chemistry calculation of C4H11N3O in the gas phase in a non-equilibrium geometry, from the Open Molecules 2025 dataset.

Calculated values
HOMO-LUMO gap, eV: 7.99
Calculated total energy, eV: -10841.8817
SMILES: CC(=C(N)N)N(C)O

The geometry in ORCA input format:
```
! wB97M-V def2-TZVPD RIJCOSX def2/J DEFGRID3
* xyz 0 1
C 0.236 -1.618 -0.605
C 0.085 -0.302 0.119
C -0.875 -0.097 1.095
N -1.263 1.174 1.405
N -1.560 -1.124 1.709
N 0.704 0.844 -0.322
C 1.911 0.669 -1.105
O -0.357 1.633 -1.401
H 0.083 -1.468 -1.677
H 1.228 -2.059 -0.464
H -0.504 -2.350 -0.282
H -1.047 1.833 0.655
H -2.158 1.308 1.847
H -1.074 -2.001 1.797
H -2.117 -0.877 2.509
H 1.749 0.135 -2.047
H 2.330 1.650 -1.327
H 2.634 0.118 -0.494
H -0.005 2.533 -1.412
*
```

Need the Löwdin charges? In units of e they are: -0.0544, -0.3314, -0.3720, 0.1355, 0.1245, -0.1119, -0.1077, -0.1484, 0.0801, 0.0705, 0.0612, 0.0844, 0.0978, 0.0921, 0.0912, 0.0814, 0.0776, 0.0945, 0.0350

***

Please write out number 6 again, unchanged.
The following is a quantum chemistry calculation of C4H11N3O in the gas phase in a non-equilibrium geometry, from the Open Molecules 2025 dataset.

Calculated values
HOMO-LUMO gap, eV: 7.99
Calculated total energy, eV: -10841.8817
SMILES: CC(=C(N)N)N(C)O

The geometry in ORCA input format:
```
! wB97M-V def2-TZVPD RIJCOSX def2/J DEFGRID3
* xyz 0 1
C 0.236 -1.618 -0.605
C 0.085 -0.302 0.119
C -0.875 -0.097 1.095
N -1.263 1.174 1.405
N -1.560 -1.124 1.709
N 0.704 0.844 -0.322
C 1.911 0.669 -1.105
O -0.357 1.633 -1.401
H 0.083 -1.468 -1.677
H 1.228 -2.059 -0.464
H -0.504 -2.350 -0.282
H -1.047 1.833 0.655
H -2.158 1.308 1.847
H -1.074 -2.001 1.797
H -2.117 -0.877 2.509
H 1.749 0.135 -2.047
H 2.330 1.650 -1.327
H 2.634 0.118 -0.494
H -0.005 2.533 -1.412
*
```

Need the Löwdin charges? In units of e they are: -0.0544, -0.3314, -0.3720, 0.1355, 0.1245, -0.1119, -0.1077, -0.1484, 0.0801, 0.0705, 0.0612, 0.0844, 0.0978, 0.0921, 0.0912, 0.0814, 0.0776, 0.0945, 0.0350

***

> Which formula does entry 2 have?

H9O4

***

> Which of these has the lowest calculated total energy?

C5H21N10O6